Record 1
# C24H27N3O4

C24H27N3O4 in the gas phase (ωB97M-V/def2-TZVPD, OMol25).

Structure (XYZ):
```
58
Properties=species:S:1:pos:R:3:forces:R:3:nbo_charge:R:1
C 0.187 -3.267 2.305 -0.002 0.042 0.089 -0.202
N 0.955 0.099 -1.908 0.220 0.371 -0.087 -0.417
C -2.851 3.252 -0.970 -0.227 0.026 0.519 -0.307
C -1.251 -1.906 0.343 -0.088 -0.059 -0.079 0.322
O 2.614 -0.619 1.909 0.008 0.107 -0.133 -0.598
C -1.027 -2.691 2.617 0.020 -0.051 0.058 -0.228
H 0.453 -2.595 -3.262 -0.079 0.018 -0.002 0.184
H 2.384 -0.796 -3.062 -0.005 0.025 0.086 0.199
H 4.723 0.514 1.882 0.043 0.081 -0.174 0.200
C -1.294 1.926 0.326 0.325 -0.184 -0.336 0.187
H 0.752 -3.801 3.053 0.061 -0.047 0.076 0.211
H 2.998 -0.095 -1.563 -0.053 -0.152 -0.189 0.243
H 5.331 1.336 0.411 -0.090 -0.084 0.077 0.191
H -4.579 3.786 2.469 -0.012 0.023 -0.084 0.203
H -3.727 3.874 -1.057 -0.081 0.060 0.069 0.219
H -3.183 0.013 0.444 -0.024 -0.046 -0.002 0.189
C 1.094 0.575 0.524 -0.310 0.160 -0.259 -0.308
C 5.327 -0.832 0.310 -0.307 0.269 0.059 -0.638
H 2.432 -2.013 -0.301 0.031 -0.088 -0.060 0.220
H -4.001 4.774 1.105 -0.002 -0.046 -0.009 0.176
N 0.618 -2.394 -1.235 0.026 0.147 -0.109 -0.445
H -3.914 -1.535 -0.076 0.041 0.030 0.007 0.179
O -1.943 -1.243 -0.649 0.566 -0.282 0.158 -0.547
C -0.982 2.197 -2.067 -0.121 0.212 -0.259 -0.215
C -0.067 -2.063 -2.455 -0.112 -0.024 -0.230 -0.219
C -2.081 3.010 -2.112 0.323 -0.239 -0.214 -0.207
C -0.585 1.602 -0.853 -0.348 0.190 0.436 -0.139
H -1.090 -2.427 -2.410 0.080 0.007 -0.123 0.232
O -3.118 2.921 1.419 0.311 -0.212 -0.126 -0.474
C 0.004 -2.463 0.018 -0.171 -0.228 0.201 0.102
C -4.247 3.758 1.433 -0.196 0.128 -0.041 -0.250
C 2.020 -2.044 -1.307 0.108 -0.049 -0.050 -0.224
C 4.747 0.493 0.787 0.443 -0.235 0.295 -0.074
H 0.618 0.677 2.610 0.118 -0.078 0.074 0.209
C 2.418 0.109 0.965 0.452 -0.117 0.195 0.796
H -3.563 -0.260 -1.272 -0.025 0.008 0.076 0.198
H -2.368 3.479 -3.042 0.012 0.038 -0.079 0.214
C 0.268 0.934 1.619 0.037 -0.050 -0.098 0.126
C 0.554 0.726 -0.760 0.093 -0.024 0.387 0.327
H 0.181 -0.347 -3.795 -0.059 0.014 0.022 0.190
C 0.680 -3.161 1.020 -0.158 0.062 0.006 -0.225
H -5.053 3.361 0.806 0.039 0.027 0.010 0.172
H 1.617 -3.637 0.778 0.081 -0.034 -0.070 0.211
C -0.055 -0.533 -2.741 -0.369 -0.227 -0.231 -0.232
H -2.687 -1.584 1.894 -0.094 0.071 -0.021 0.221
H 5.315 -0.889 -0.776 0.059 -0.017 -0.104 0.205
H 6.353 -0.920 0.657 0.129 -0.039 0.004 0.220
C -1.742 -2.031 1.633 -0.130 0.083 -0.073 -0.288
C -3.219 -0.735 -0.353 -0.264 0.125 0.046 -0.252
H -1.033 -0.120 -2.515 0.147 -0.081 -0.096 0.239
H -1.429 -2.753 3.617 -0.045 -0.013 0.091 0.212
N -0.890 1.506 1.544 -0.307 0.178 0.508 -0.457
H 4.749 -1.658 0.717 -0.003 -0.085 0.025 0.224
H -0.380 2.051 -2.950 0.015 -0.060 -0.087 0.219
O 3.427 0.720 0.297 -0.322 0.098 -0.080 -0.523
C -2.470 2.728 0.245 -0.145 0.171 -0.154 0.300
C 2.179 -0.663 -1.994 0.276 -0.013 0.006 -0.258
H 2.565 -2.804 -1.883 0.084 0.090 0.080 0.191
```
Positions in Å, forces in eV/Å.

Output
Kohn-Sham gap = 7.86 eV
SMILES = CCOC(=O)c1cnc2c(OC)cccc2c1N1CCN(c2ccccc2OC)CC1
ΔE to the lowest compared entry with this formula, charge and spin = 279.94 kJ/mol

---

Record 2
# C50H64F6IO4PSi2

A 7-piece molecular cluster, C50H64F6IO4PSi2 overall (ωB97M-V/def2-TZVPD, OMol25).

Structure (XYZ):
```
128
Properties=species:S:1:pos:R:3:forces:R:3:mulliken_charge:R:1
H 2.543 -3.633 4.046 0.014 -0.008 0.028 0.480
C -0.775 0.995 0.785 0.164 0.007 -0.019 -1.098
C -6.288 -6.026 -2.529 -0.015 -0.046 -0.010 0.466
C -5.362 -3.506 -1.954 -0.001 -0.019 0.010 -0.683
F -1.160 7.507 -5.075 -0.007 0.018 -0.025 -0.160
Si -4.335 0.006 1.920 0.076 0.100 0.060 0.220
H 7.352 -1.455 1.435 -0.013 -0.006 -0.006 0.364
C -6.781 -1.959 3.798 0.075 0.185 0.058 -0.948
H 0.636 -4.210 1.035 -0.018 0.051 0.027 0.371
C 7.584 -2.403 0.968 -0.019 0.015 0.025 -0.225
H -1.444 -1.722 2.755 0.056 0.092 -0.021 0.543
C 5.240 -7.811 4.129 -0.007 -0.018 0.004 -0.335
H 1.627 10.598 -6.741 -0.006 0.003 -0.001 0.351
C 0.375 9.092 -5.884 -0.023 0.024 -0.030 -0.419
C 2.874 0.216 4.217 0.010 0.029 -0.001 -0.184
C 1.370 3.545 2.202 -0.058 0.079 -0.012 0.111
C 3.208 -6.626 3.821 -0.073 0.057 -0.073 0.290
H 0.272 -3.853 2.705 0.037 0.001 0.061 -0.163
C -1.079 -1.900 1.738 0.075 -0.031 0.007 -0.299
F -6.743 -7.266 -2.812 0.003 0.006 0.001 -0.325
H 3.599 -7.825 5.544 -0.002 -0.002 -0.001 0.439
C 5.698 -7.327 2.912 -0.007 0.000 0.026 -0.608
H -0.238 2.253 -0.876 -0.102 0.014 -0.004 0.143
H -1.037 -6.181 1.199 0.001 0.091 -0.021 0.385
H 0.533 7.328 -2.999 -0.043 -0.035 0.010 0.189
C -1.354 1.821 -5.400 -0.009 0.059 0.011 -0.643
H 0.287 0.728 0.734 -0.016 0.103 -0.007 0.357
C 1.549 -1.767 4.509 0.004 0.000 -0.010 -0.394
C -6.902 -0.755 2.874 -0.031 -0.051 0.031 -0.746
C 7.895 -3.732 -1.009 0.000 -0.013 -0.017 -0.288
C 7.599 -2.512 -0.416 0.012 -0.017 0.009 -0.599
H -5.827 -1.823 1.308 -0.023 0.020 0.007 -0.246
H -2.476 2.736 -6.975 0.004 0.004 0.004 0.364
H 0.833 0.222 4.881 0.007 -0.005 0.000 0.427
H 1.643 5.729 -1.673 -0.003 0.073 -0.013 0.322
H -7.495 -1.899 4.615 0.035 0.000 -0.015 0.457
C -6.868 -5.331 -1.487 0.029 0.026 -0.025 -0.637
F -0.115 1.016 -3.573 -0.001 0.006 -0.004 -0.322
F 8.419 -5.783 1.909 0.020 0.015 0.000 -0.354
H -2.068 3.205 1.334 -0.070 -0.013 -0.058 0.452
C 3.957 -0.555 3.816 -0.043 -0.015 0.006 -0.688
H 1.414 2.454 2.241 0.030 0.031 0.018 0.034
H -2.429 3.839 -0.257 0.042 -0.031 -0.003 0.449
C 0.810 6.203 -1.154 0.009 -0.098 0.072 -0.338
C 2.619 -2.555 4.105 -0.047 0.042 0.019 -0.346
H -2.863 8.522 -6.719 -0.001 0.002 0.003 0.405
H 1.176 6.566 -0.193 -0.051 0.025 -0.013 0.392
H 0.601 3.894 2.896 0.044 -0.004 0.000 0.441
O -0.161 5.152 -0.917 0.020 0.045 -0.013 -0.044
C 0.177 7.325 -1.969 0.064 -0.030 -0.013 -1.129
C -1.889 8.992 -6.742 0.037 0.023 -0.006 -0.567
H -0.926 1.389 1.796 -0.043 -0.087 0.005 0.554
H -1.315 5.327 -3.770 -0.009 0.018 -0.001 0.426
H -5.781 -2.070 4.214 -0.013 0.010 -0.077 0.352
C -1.967 4.154 -5.447 0.003 -0.008 0.008 -0.716
C 3.801 -1.926 3.772 0.028 -0.047 -0.060 0.410
H 0.378 -6.304 2.241 -0.041 -0.059 0.015 0.263
H 1.124 8.698 -5.210 0.000 -0.005 -0.001 0.373
C 0.642 10.150 -6.742 0.023 0.000 0.006 -0.351
C -0.157 -4.267 1.789 -0.006 0.035 0.021 0.223
H 0.003 -1.709 1.781 -0.002 -0.057 0.015 0.180
C 2.707 4.171 2.528 -0.007 -0.053 0.007 -1.518
F 1.976 -6.272 4.258 0.026 0.005 0.093 -0.324
H -4.995 -2.515 -1.723 0.003 0.001 0.001 0.522
C 3.980 -7.463 4.599 0.012 0.022 -0.017 -0.642
H -2.373 10.424 -8.254 0.007 -0.001 0.000 0.351
H -6.466 -0.280 0.800 0.026 -0.003 0.021 0.357
C -0.727 2.051 -4.193 0.016 -0.053 0.051 0.383
H 2.636 5.258 2.490 0.001 -0.026 0.011 0.372
C -1.128 2.063 -0.274 0.056 0.038 -0.016 -0.202
C -0.342 10.631 -7.594 -0.003 -0.016 0.013 -0.615
C 4.895 -6.485 2.155 0.019 0.028 -0.016 -0.424
H 0.614 -2.240 4.778 -0.013 -0.009 0.000 0.418
H -6.827 -3.498 -0.387 -0.025 -0.001 0.004 0.355
C -6.393 -4.058 -1.205 0.030 0.043 0.017 -0.105
I -7.202 -3.811 2.826 -0.081 -0.180 0.002 0.024
C -1.603 10.051 -7.591 -0.023 0.002 -0.008 -0.313
H -2.451 4.985 -5.942 0.003 0.003 0.001 0.460
H 7.381 -1.649 -1.031 0.000 -0.001 0.001 0.391
H -1.467 -1.088 -0.833 -0.010 0.028 -0.001 -0.195
F 4.845 -2.684 3.377 0.028 0.026 0.003 -0.197
Si -1.697 -0.608 0.552 -0.096 -0.026 -0.158 -0.151
C 8.149 -4.701 1.144 0.011 -0.039 0.013 0.402
H -0.126 11.456 -8.259 -0.001 -0.001 0.001 0.372
C 8.176 -4.844 -0.228 -0.023 0.046 0.007 -0.503
H 4.905 -0.112 3.543 0.002 0.000 -0.002 0.463
H -2.244 -3.727 1.823 -0.003 0.058 -0.036 0.274
H 5.865 -8.466 4.722 0.002 0.005 -0.005 0.372
H -1.468 -3.471 0.274 -0.039 -0.030 0.045 0.347
C -0.521 -5.720 2.045 0.012 -0.145 -0.052 -1.486
C -0.889 8.538 -5.907 -0.021 -0.040 0.028 0.579
H -7.944 -0.643 2.569 0.025 -0.052 0.013 0.350
C -5.263 -5.508 -3.294 -0.011 0.031 0.036 -0.511
H -0.197 3.431 -2.642 0.006 0.012 -0.023 0.321
H 7.908 -3.822 -2.088 0.001 0.005 0.005 0.375
C -4.801 -4.233 -2.995 0.020 -0.001 -0.020 -0.373
C -1.640 3.376 0.342 -0.011 0.114 0.052 -0.999
H -7.669 -5.784 -0.918 0.000 0.000 0.002 0.438
H -1.885 1.699 -0.974 0.008 -0.040 0.057 0.590
H -1.166 -5.816 2.922 -0.032 0.030 -0.055 0.376
C -1.330 4.348 -4.229 0.008 -0.004 0.004 -0.282
H 3.470 3.842 1.820 -0.039 0.014 0.014 0.313
H -1.347 0.829 -5.831 -0.002 -0.003 0.002 0.436
C 3.633 -6.125 2.608 0.035 -0.027 -0.016 0.022
H 6.684 -7.594 2.557 -0.001 0.001 0.005 0.387
C -5.987 -0.792 1.639 -0.068 0.024 -0.018 0.205
H -6.675 0.119 3.501 -0.042 0.021 -0.067 0.298
H 5.251 -6.099 1.208 0.007 0.003 0.009 0.424
H 3.020 3.878 3.533 -0.004 0.029 -0.025 0.415
H 7.839 -3.449 2.846 -0.006 -0.003 0.001 0.404
P -0.395 4.650 0.574 0.103 -0.096 0.046 0.766
H 0.393 8.299 -1.529 0.000 -0.026 -0.021 0.444
H -4.486 1.478 2.040 -0.033 -0.029 0.006 -0.201
O 0.995 3.900 0.857 -0.023 -0.045 -0.008 -0.351
H -3.742 -0.470 3.203 -0.033 -0.021 -0.043 -0.192
C 1.672 -0.385 4.566 0.003 -0.004 -0.022 -0.811
C -1.979 2.892 -6.026 -0.008 -0.024 -0.020 -0.230
O -3.328 -0.335 0.672 0.031 -0.065 0.111 0.285
C -0.700 3.291 -3.587 -0.003 0.022 -0.080 -0.209
H 2.985 -5.472 2.038 0.001 0.009 0.006 0.422
H -3.997 -3.808 -3.582 -0.001 0.001 0.007 0.388
O -0.715 5.680 1.573 -0.008 -0.036 -0.028 -0.856
H 8.414 -5.806 -0.664 -0.001 -0.003 0.001 0.436
C 7.858 -3.504 1.767 -0.018 -0.022 -0.034 -0.394
H -4.843 -6.096 -4.098 -0.002 -0.001 -0.003 0.425
H 2.976 1.293 4.261 0.000 -0.011 0.004 0.418
H -0.905 7.199 -1.992 0.018 0.027 0.049 0.274
C -1.322 -3.369 1.354 0.051 -0.109 0.035 -0.946
```
Positions in Å, forces in eV/Å.

Output
Kohn-Sham gap = 9.67 eV
SMILES = CCCC[Si@H](CCCP(=O)(OCC)OCC)O[SiH2]CCCI.Fc1ccccc1.Fc1ccccc1.Fc1ccccc1.Fc1ccccc1.Fc1ccccc1.Fc1ccccc1

---

Record 3
# C4H7NO

A 2-piece molecular cluster, C4H7NO overall (ωB97M-V/def2-TZVPD, OMol25).

Structure (XYZ):
```
13
Properties=species:S:1:pos:R:3:forces:R:3:nbo_charge:R:1
N -1.486 0.519 -1.043 0.320 0.445 0.130 -0.308
C -0.269 -1.073 1.065 0.125 -0.287 -0.163 0.440
C -0.287 0.173 -1.915 0.171 -0.217 -0.312 -0.325
H -0.410 0.335 -2.983 0.020 -0.010 0.119 0.184
C 0.824 -0.102 1.445 0.060 0.038 0.001 -0.735
H 1.397 -0.529 2.275 -0.086 0.024 -0.064 0.247
H 0.271 -0.718 -1.625 -0.072 0.176 -0.061 0.203
H -1.274 -0.880 1.490 0.106 -0.085 -0.022 0.122
C -0.479 1.263 -0.987 -0.424 -0.182 0.055 0.043
H -0.144 2.141 -0.446 -0.057 -0.070 -0.128 0.210
H 0.420 0.860 1.771 0.017 -0.134 -0.017 0.217
H 1.511 0.038 0.605 -0.084 -0.067 0.127 0.234
O -0.074 -2.027 0.349 -0.096 0.370 0.334 -0.533
```
Positions in Å, forces in eV/Å.

Output
Kohn-Sham gap = 10.87 eV
SMILES = C1=NC1.CC=O
ΔE to the lowest compared entry with this formula, charge and spin = 329.01 kJ/mol

---

Computed values of E_tot (unit: eV) for the preceding records, in sequence: -37985.601; -110533.255; -7796.234.
Computed values of highest occupied orbital energy (unit: eV) for the preceding records, in sequence: -7.3; -9.2; -9.9.
Computed values of max |F| (unit: eV/A) for the preceding records, in sequence: 0.7; 0.2; 0.6.